The following is a quantum chemistry calculation of a structure of composition C28H43IN3O2SSi2TeZr, from OMol25.

Values from the calculation:
**ΔE to the lowest compared entry with this formula, charge and spin**: 0.0000 eV
**Total charge**: +3

Geometry as XYZ:
```
82
Properties=species:S:1:pos:R:3:forces:R:3
Zr -1.186 -0.118 0.827 -1.00 -0.69 0.18
S -2.464 3.825 -1.179 -0.03 0.08 -0.04
C -0.747 3.779 -1.406 0.06 0.11 -0.06
C 0.037 4.687 -2.111 0.07 -0.08 0.05
C 1.401 4.469 -2.133 -0.02 -0.03 0.02
C 1.960 3.375 -1.463 -0.02 0.01 0.00
C 1.173 2.479 -0.764 0.07 0.03 -0.02
C -0.201 2.681 -0.740 -0.05 -0.07 0.03
N -1.166 1.895 -0.080 -0.18 0.40 -0.09
C -2.386 2.429 -0.237 -0.10 -0.21 0.14
C -3.545 1.782 0.378 0.01 0.08 -0.16
C -4.823 2.335 0.361 -0.03 -0.03 0.07
C -5.859 1.654 0.983 0.05 -0.07 0.03
C -5.613 0.442 1.620 -0.01 0.03 -0.02
C -4.331 -0.101 1.631 -0.03 0.02 -0.02
C -3.275 0.557 1.001 0.00 -0.02 0.03
H -0.401 5.537 -2.615 -0.02 0.01 -0.01
H 2.043 5.155 -2.666 0.02 0.01 -0.01
H 3.032 3.232 -1.489 0.03 0.01 0.00
H 1.624 1.644 -0.248 -0.03 0.02 0.03
H -5.024 3.287 -0.114 0.03 0.02 -0.02
H -6.856 2.070 0.984 -0.02 0.02 -0.01
H -6.424 -0.075 2.116 -0.01 -0.01 0.01
H -4.178 -1.048 2.145 0.02 0.02 -0.01
C -1.978 0.534 3.999 0.09 -0.10 -0.10
O -1.457 -0.415 3.009 0.10 0.09 -0.12
C -0.925 -1.649 3.554 -0.02 0.02 0.05
C -1.489 -2.760 2.713 0.02 -0.04 -0.08
O -1.377 -2.357 1.318 0.04 0.03 0.07
C -1.641 -3.509 0.448 0.11 0.15 0.06
H -1.179 0.782 4.695 -0.05 0.02 0.02
H -2.817 0.060 4.506 0.00 0.05 0.02
H -2.312 1.410 3.451 0.01 -0.01 0.05
H -1.241 -1.762 4.592 0.01 0.04 -0.03
H 0.167 -1.593 3.522 -0.06 -0.06 -0.02
H -2.546 -2.943 2.922 0.05 0.03 0.04
H -0.925 -3.684 2.862 -0.03 0.03 0.01
H -2.617 -3.914 0.713 0.00 -0.03 -0.06
H -0.860 -4.250 0.615 -0.05 -0.01 -0.03
H -1.618 -3.154 -0.577 -0.02 -0.06 0.04
I -2.950 0.865 -5.006 0.01 0.10 -0.18
C -2.925 -0.051 -3.178 -0.04 -0.13 0.20
C -3.968 -0.705 -2.535 0.06 0.02 0.04
N -3.507 -1.135 -1.360 0.18 -0.19 -0.07
N -2.196 -0.843 -1.186 -0.10 0.51 0.22
C -1.855 -0.169 -2.302 0.08 -0.16 -0.06
H -4.982 -0.901 -2.843 -0.02 0.02 -0.04
H -4.020 -1.637 -0.653 -0.03 0.05 0.04
H -0.850 0.205 -2.431 -0.01 0.03 -0.03
C 3.260 -0.543 3.748 -0.02 -0.04 0.07
Si 2.677 0.077 2.104 0.04 0.13 -0.03
C 4.013 1.024 1.209 -0.05 0.04 -0.03
C 1.170 1.228 2.428 -0.10 -0.22 -0.27
C 2.179 -1.453 1.096 0.13 -0.20 -0.03
Te 1.012 -1.399 -0.695 0.28 -0.24 -0.19
C 2.306 -0.329 -2.007 -0.10 0.10 0.10
Si 3.348 -1.490 -3.127 0.06 0.03 0.00
C 4.273 -2.637 -1.991 -0.01 -0.08 0.07
C 2.158 -2.391 -4.233 -0.10 -0.07 -0.02
C 4.474 -0.353 -4.062 0.04 0.00 0.00
H 3.522 0.289 4.404 0.01 0.04 0.01
H 4.159 -1.150 3.630 0.02 -0.03 0.00
H 2.517 -1.151 4.268 0.00 -0.01 0.02
H 4.867 1.160 1.874 0.00 0.01 0.05
H 3.698 2.021 0.898 -0.01 0.02 -0.04
H 4.390 0.494 0.333 0.01 -0.03 -0.03
H 1.442 2.264 2.214 0.03 0.03 0.12
H 0.819 1.163 3.457 0.03 0.02 0.02
H 0.265 1.115 1.788 0.43 0.28 0.14
H 1.698 -2.213 1.719 -0.05 0.03 -0.01
H 3.105 -1.931 0.759 0.03 0.01 0.07
H 2.914 0.288 -1.349 0.10 0.05 -0.05
H 1.662 0.341 -2.580 0.01 0.00 -0.04
H 3.623 -3.366 -1.500 -0.01 0.01 0.01
H 4.835 -2.097 -1.225 0.02 0.03 0.01
H 5.003 -3.212 -2.564 0.01 -0.02 -0.02
H 1.253 -2.724 -3.717 0.01 -0.01 0.03
H 2.621 -3.288 -4.646 0.05 -0.01 -0.05
H 1.853 -1.768 -5.075 -0.02 0.03 -0.02
H 5.120 0.225 -3.399 0.02 0.01 0.02
H 3.916 0.343 -4.690 -0.01 0.02 -0.02
H 5.125 -0.935 -4.718 0.02 -0.01 -0.03
```
Forces are in eV/Å.